3 unconnected molecules or ions with the total composition C2H11NO2 in a non-equilibrium geometry. Source: OMol25; level of theory: ωB97M-V/def2-TZVPD.

## Properties
SMILES string: CCN.O.O
2S+1: 1
Relative energy (zero: lowest compared OMol25 entry of this formula, charge and spin) in eV: 0.2012
Total charge: 0
Maximum force in eV/A: 2.15
E in eV: -7837.725

Last columns: bonded neighbours and bond lengths (Å).
Geometry (Å):
1 C -0.872 -0.582 1.320  C2 1.523, H4 1.098, H5 1.086, H6 1.091
2 C -1.636 -0.201 0.059  C1 1.523, N3 1.467, H7 1.096, H8 1.091
3 N -0.818 0.708 -0.751  C2 1.467, H9 1.008, H10 1.010
4 H 0.134 -0.937 1.060  C1 1.098
5 H -1.353 -1.382 1.875  C1 1.086
6 H -0.651 0.287 1.943  C1 1.091
7 H -2.602 0.219 0.361  C2 1.096
8 H -1.869 -1.087 -0.534  C2 1.091
9 H -0.443 1.434 -0.160  N3 1.008
10 H -1.379 1.182 -1.445  N3 1.010
11 O 1.575 -0.745 -1.542  H12 0.931, H13 0.994
12 H 1.382 -1.217 -2.320  O11 0.931
13 H 0.725 -0.317 -1.255  O11 0.994
14 O 2.343 1.005 0.749  H15 0.956, H16 0.970
15 H 3.299 1.047 0.749  O14 0.956
16 H 2.166 0.587 -0.109  O14 0.970

Mulliken atomic charge list, values in e, 6 entries: atom 1 (C): -1.007, atom 2 (C): -0.323, atom 3 (N): -0.593, atom 4 (H): 0.260, atom 5 (H): 0.339, atom 6 (H): 0.311

3 unconnected molecules or ions with the total composition C2H11NO2 in a non-equilibrium geometry. Source: OMol25; level of theory: ωB97M-V/def2-TZVPD.

## Properties
SMILES string: CNC.O.O
2S+1: 1
Relative energy (zero: lowest compared OMol25 entry of this formula, charge and spin) in eV: 1.1481
Total charge: 0
Maximum force in eV/A: 1.70
E in eV: -7836.778

Last columns: bonded neighbours and bond lengths (Å).
Geometry (Å):
1 C 0.682 0.482 2.201  N2 1.488, H4 1.089, H5 1.091, H6 1.093
2 N 0.433 -0.936 1.824  C1 1.488, C3 1.470, H7 1.011
3 C -0.773 -1.012 0.987  N2 1.470, H8 1.093, H9 1.094, H10 1.108
4 H 0.110 0.703 3.100  C1 1.089
5 H 0.390 1.177 1.411  C1 1.091
6 H 1.752 0.537 2.418  C1 1.093
7 H 1.175 -1.340 1.267  N2 1.011
8 H -0.749 -0.224 0.231  C3 1.093
9 H -0.739 -2.038 0.608  C3 1.094
10 H -1.756 -1.062 1.497  C3 1.108
11 O 1.284 -0.011 -1.892  H12 0.963, H13 0.967
12 H 0.511 0.500 -2.151  O11 0.963
13 H 2.079 0.325 -2.328  O11 0.967
14 O -1.177 1.218 -3.113  H15 0.954, H16 0.951
15 H -1.548 0.927 -2.284  O14 0.954
16 H -1.674 0.755 -3.778  O14 0.951

Mulliken atomic charge list, values in e, 6 entries: atom 1 (C): -0.728, atom 2 (N): -0.447, atom 3 (C): -0.648, atom 4 (H): 0.262, atom 5 (H): 0.257, atom 6 (H): 0.318

3 unconnected molecules or ions with the total composition C2H11NO2S in a non-equilibrium geometry. Source: OMol25; level of theory: ωB97M-V/def2-TZVPD.

## Properties
2S+1: 2
Relative energy (zero: lowest compared OMol25 entry of this formula, charge and spin) in eV: 0.0082
Total charge: -1
⟨S²⟩: 0.75
Maximum force in eV/A: 1.36
E in eV: -18671.278

Last columns: bonded neighbours and bond lengths (Å).
Geometry (Å):
1 C 0.116 0.075 -0.985  C2 1.547, N4 1.461, H5 1.088, H6 1.096
2 C 0.172 -1.292 -1.707  C1 1.547, S3 1.791, H7 1.096, H8 1.087
3 S 1.568 -2.297 -1.205  C2 1.791, H9 1.342
4 N -0.272 -0.150 0.406  C1 1.461, H10 1.019, H11 1.011
5 H 1.114 0.503 -1.069  C1 1.088
6 H -0.546 0.725 -1.567  C1 1.096
7 H -0.800 -1.789 -1.612  C2 1.096
8 H 0.312 -1.154 -2.776  C2 1.087
9 H 1.422 -2.057 0.108  S3 1.342
10 H -1.267 0.047 0.498  N4 1.019
11 H 0.088 0.629 0.940  N4 1.011
12 H 3.199 -1.503 2.802  O14 0.960
13 H 2.351 -2.568 2.081  O14 0.972
14 O 2.675 -2.293 2.955  H12 0.960, H13 0.972
15 H -3.843 4.311 0.977  O17 0.975
16 H -3.098 4.826 -0.176  O17 0.985
17 O -3.190 3.986 0.330  H15 0.975, H16 0.985

Mulliken atomic charge list, values in e, 6 entries: atom 1 (C): -1.307, atom 2 (C): -0.623, atom 3 (S): -0.149, atom 4 (N): -0.753, atom 5 (H): 0.481, atom 6 (H): 0.426

3 unconnected molecules or ions with the total composition C2H11NO2S2 in a non-equilibrium geometry. Source: OMol25; level of theory: ωB97M-V/def2-TZVPD.

## Properties
2S+1: 2
Relative energy (zero: lowest compared OMol25 entry of this formula, charge and spin) in eV: 1.7040
Total charge: -1
⟨S²⟩: 0.75
Maximum force in eV/A: 4.93
E in eV: -29506.605

Last columns: bonded neighbours and bond lengths (Å).
Geometry (Å):
1 N -1.079 -1.793 0.443  C2 1.459, H6 1.052, H7 1.103
2 C -0.428 -0.551 0.848  N1 1.459, C3 1.537, H8 1.166, H9 1.097
3 C 1.107 -0.621 0.831  C2 1.537, S4 1.765, H10 1.160, H11 1.166
4 S 1.814 0.897 1.390  C3 1.765, S5 2.082
5 S 3.794 0.979 0.752  S4 2.082, H12 1.322
6 H -0.895 -2.457 1.237  N1 1.052
7 H -2.156 -1.556 0.460  N1 1.103
8 H -0.671 -0.226 1.941  C2 1.166
9 H -0.699 0.251 0.150  C2 1.097
10 H 1.482 -0.948 -0.218  C3 1.160
11 H 1.244 -1.484 1.603  C3 1.166
12 H 3.909 1.934 1.660  S5 1.322
13 H -4.000 0.162 -2.779  O15 1.002
14 H -2.835 -0.130 -1.835  O15 0.957
15 O -3.327 -0.542 -2.545  H13 1.002, H14 0.957
16 H 1.424 1.938 -1.796  O18 0.964
17 H 0.785 1.960 -0.610  O18 0.984
18 O 0.530 2.186 -1.534  H16 0.964, H17 0.984

Mulliken atomic charge list, values in e, 6 entries: atom 1 (N): -0.616, atom 2 (C): -0.397, atom 3 (C): -0.514, atom 4 (S): -0.274, atom 5 (S): -0.658, atom 6 (H): 0.270

3 unconnected molecules or ions with the total composition C2H11NO2S2. Source: OMol25; level of theory: ωB97M-V/def2-TZVPD.

## Properties
SMILES string: NCCSS.O.O
2S+1: 1
Relative energy (zero: lowest compared OMol25 entry of this formula, charge and spin) in eV: 0.7111
Total charge: 0
Maximum force in eV/A: 0.69
E in eV: -29507.446

Last columns: bonded neighbours and bond lengths (Å).
Geometry (Å):
1 N 1.254 1.454 0.147  C2 1.462, H6 1.011, H7 1.013
2 C 1.554 1.146 1.545  N1 1.462, C3 1.528, H8 1.091, H9 1.092
3 C 1.531 -0.329 1.943  C2 1.528, S4 1.819, H10 1.088, H11 1.091
4 S -0.020 -1.111 1.402  C3 1.819, S5 2.091
5 S 0.609 -3.062 0.993  S4 2.091, H12 1.341
6 H 0.393 0.984 -0.097  N1 1.011
7 H 1.884 0.894 -0.416  N1 1.013
8 H 2.537 1.576 1.740  C2 1.091
9 H 0.860 1.675 2.201  C2 1.092
10 H 2.393 -0.903 1.610  C3 1.088
11 H 1.529 -0.419 3.030  C3 1.091
12 H -0.576 -3.349 0.435  S5 1.341
13 O -1.756 0.549 -5.355  H14 0.964, H15 0.964
14 H -1.267 1.350 -5.134  O13 0.964
15 H -1.523 -0.116 -4.697  O13 0.964
16 O -3.270 -0.500 0.254  H17 0.966, H18 0.968
17 H -2.393 -0.172 0.012  O16 0.966
18 H -3.741 0.334 0.389  O16 0.968

Mulliken atomic charge list, values in e, 6 entries: atom 1 (N): -0.581, atom 2 (C): -0.659, atom 3 (C): -0.620, atom 4 (S): -0.044, atom 5 (S): -0.207, atom 6 (H): 0.224

4 unconnected molecules or ions with the total composition C2H11NO3 in a non-equilibrium geometry. Source: OMol25; level of theory: ωB97M-V/def2-TZVPD.

## Properties
SMILES string: C=CN.O.O.O
2S+1: 1
Relative energy (zero: lowest compared OMol25 entry of this formula, charge and spin) in eV: 1.9804
Total charge: 0
Maximum force in eV/A: 4.10
E in eV: -9883.219

Last columns: bonded neighbours and bond lengths (Å).
Geometry (Å):
1 C 0.388 2.239 2.199  C2 1.359, H4 1.241, H5 1.088
2 C 0.675 0.984 1.764  C1 1.359, N3 1.388, H6 1.132
3 N 1.534 0.121 2.429  C2 1.388, H7 1.088, H8 0.995
4 H 1.026 2.785 3.113  C1 1.241
5 H -0.423 2.823 1.769  C1 1.088
6 H -0.021 0.439 1.055  C2 1.132
7 H 2.463 0.506 2.843  N3 1.088
8 H 1.724 -0.782 2.057  N3 0.995
9 O 0.515 0.530 -1.689  H10 1.041, H11 0.954
10 H 1.327 0.796 -2.282  O9 1.041
11 H 0.427 1.428 -1.378  O9 0.954
12 O -1.829 -0.583 -2.518  H13 1.022, H14 0.928
13 H -2.344 0.174 -2.065  O12 1.022
14 H -0.909 -0.507 -2.421  O12 0.928
15 O -1.049 -2.839 -0.971  H16 0.937, H17 0.948
16 H -0.374 -2.536 -0.396  O15 0.937
17 H -1.105 -2.179 -1.649  O15 0.948

Mulliken atomic charge list, values in e, 6 entries: atom 1 (C): -0.722, atom 2 (C): 0.177, atom 3 (N): -0.518, atom 4 (H): 0.138, atom 5 (H): 0.269, atom 6 (H): 0.203

3 unconnected molecules or ions with the total composition C2H11NO3 in a non-equilibrium geometry. Source: OMol25; level of theory: ωB97M-V/def2-TZVPD.

## Properties
SMILES string: CNCO.O.O
2S+1: 1
Relative energy (zero: lowest compared OMol25 entry of this formula, charge and spin) in eV: 0.9276
Total charge: 0
Maximum force in eV/A: 1.47
E in eV: -9884.272

Last columns: bonded neighbours and bond lengths (Å).
Geometry (Å):
1 C -0.488 -1.513 -1.870  N2 1.454, H5 1.091, H6 1.079, H7 1.095
2 N -1.296 -0.304 -1.884  C1 1.454, C3 1.428, H8 1.000
3 C -1.255 0.599 -0.779  N2 1.428, O4 1.420, H9 1.103, H10 1.099
4 O -0.214 0.271 0.131  C3 1.420, H11 0.970
5 H -0.499 -1.948 -0.870  C1 1.091
6 H -0.940 -2.223 -2.545  C1 1.079
7 H 0.571 -1.352 -2.094  C1 1.095
8 H -1.286 0.198 -2.749  N2 1.000
9 H -2.193 0.741 -0.216  C3 1.103
10 H -1.093 1.623 -1.141  C3 1.099
11 H -0.135 0.987 0.780  O4 0.970
12 O 1.094 2.238 2.121  H13 0.968, H14 0.965
13 H 2.045 2.260 1.946  O12 0.968
14 H 1.003 1.910 3.024  O12 0.965
15 O 1.925 -1.063 1.912  H16 0.967, H17 0.968
16 H 1.675 -1.338 2.805  O15 0.967
17 H 1.087 -1.086 1.429  O15 0.968

Mulliken atomic charge list, values in e, 6 entries: atom 1 (C): -0.745, atom 2 (N): -0.307, atom 3 (C): -0.361, atom 4 (O): -0.435, atom 5 (H): 0.253, atom 6 (H): 0.303

4 unconnected molecules or ions with the total composition C2H11NO3 in a non-equilibrium geometry. Source: OMol25; level of theory: ωB97M-V/def2-TZVPD.

## Properties
SMILES string: C=NC.O.O.O
2S+1: 1
Relative energy (zero: lowest compared OMol25 entry of this formula, charge and spin) in eV: 2.0595
Total charge: 0
Maximum force in eV/A: 3.11
E in eV: -9883.140

Last columns: bonded neighbours and bond lengths (Å).
Geometry (Å):
1 C 0.343 -0.403 0.910  N2 1.273, H4 1.080, H5 1.101
2 N 0.262 -0.339 -0.359  C1 1.273, C3 1.491
3 C -0.998 -0.576 -1.121  N2 1.491, H6 1.096, H7 1.080, H8 1.096
4 H 1.148 0.152 1.367  C1 1.080
5 H -0.244 -1.223 1.353  C1 1.101
6 H -1.773 0.191 -1.013  C3 1.096
7 H -0.711 -0.522 -2.161  C3 1.080
8 H -1.411 -1.567 -0.904  C3 1.096
9 O 0.848 -3.072 -1.020  H10 0.959, H11 0.974
10 H 1.482 -3.516 -1.585  O9 0.959
11 H 0.851 -2.136 -1.291  O9 0.974
12 O -3.407 -0.125 3.374  H13 0.962, H14 0.960
13 H -3.585 -0.142 4.319  O12 0.962
14 H -3.795 0.726 3.157  O12 0.960
15 O 3.050 4.274 -1.875  H16 0.962, H17 0.957
16 H 3.010 3.558 -2.516  O15 0.962
17 H 2.833 3.798 -1.073  O15 0.957

Mulliken atomic charge list, values in e, 6 entries: atom 1 (C): -0.227, atom 2 (N): -0.556, atom 3 (C): -0.791, atom 4 (H): 0.279, atom 5 (H): 0.254, atom 6 (H): 0.322

4 unconnected molecules or ions with the total composition C2H11NO3 in a non-equilibrium geometry. Source: OMol25; level of theory: ωB97M-V/def2-TZVPD.

## Properties
SMILES string: C=CN.O.O.O
2S+1: 1
Relative energy (zero: lowest compared OMol25 entry of this formula, charge and spin) in eV: 3.2090
Total charge: 0
Maximum force in eV/A: 6.01
E in eV: -9881.991

Last columns: bonded neighbours and bond lengths (Å).
Geometry (Å):
1 C 1.563 -0.930 -0.023  C2 1.396, H4 1.158, H5 1.131
2 C 1.055 -0.117 0.992  C1 1.396, N3 1.381, H6 1.102
3 N 0.187 0.910 0.678  C2 1.381, H7 1.051, H8 0.971
4 H 1.040 -0.873 -1.054  C1 1.158
5 H 1.728 -2.006 0.284  C1 1.131
6 H 0.935 -0.509 2.015  C2 1.102
7 H -0.791 0.661 0.971  N3 1.051
8 H 0.413 1.817 0.415  N3 0.971
9 O -0.791 -1.742 2.301  H10 0.901, H11 1.078
10 H -0.483 -2.583 2.209  O9 0.901
11 H -1.234 -1.737 1.319  O9 1.078
12 O 1.302 0.802 -2.436  H13 0.982, H14 0.888
13 H 1.454 0.853 -1.467  O12 0.982
14 H 2.085 0.498 -2.724  O12 0.888
15 O -2.723 1.074 -1.123  H16 0.957, H17 0.976
16 H -2.063 0.831 -1.772  O15 0.957
17 H -2.402 1.888 -0.691  O15 0.976

Mulliken atomic charge list, values in e, 6 entries: atom 1 (C): -0.832, atom 2 (C): -0.152, atom 3 (N): -0.394, atom 4 (H): 0.369, atom 5 (H): 0.276, atom 6 (H): 0.462

3 unconnected molecules or ions with the total composition C2H11NO3 in a non-equilibrium geometry. Source: OMol25; level of theory: ωB97M-V/def2-TZVPD.

## Properties
2S+1: 2
Relative energy (zero: lowest compared OMol25 entry of this formula, charge and spin) in eV: 2.3282
Total charge: +1
⟨S²⟩: 0.75
Maximum force in eV/A: 4.77
E in eV: -9874.328

Last columns: bonded neighbours and bond lengths (Å).
Geometry (Å):
1 C 1.331 0.841 -1.678  O2 1.399, C3 1.508, H5 1.100, H6 1.096
2 O 2.606 1.408 -1.782  C1 1.399, H7 0.964
3 C 0.418 1.502 -0.675  C1 1.508, N4 1.455, H8 1.109, H9 1.120
4 N -0.867 0.874 -0.408  C3 1.455, H10 1.035, H11 1.031
5 H 1.437 -0.223 -1.416  C1 1.100
6 H 0.858 0.858 -2.666  C1 1.096
7 H 2.780 1.967 -1.015  O2 0.964
8 H 0.250 2.573 -0.909  C3 1.109
9 H 0.901 1.657 0.323  C3 1.120
10 H -1.043 0.172 -1.147  N4 1.035
11 H -1.494 1.676 -0.576  N4 1.031
12 H 1.014 -2.609 3.561  O14 0.952
13 H 1.495 -1.759 4.743  O14 0.945
14 O 1.786 -2.266 4.001  H12 0.952, H13 0.945
15 H -4.035 -1.482 -0.125  O17 0.955
16 H -3.852 -2.924 0.204  O17 0.957
17 O -3.585 -2.265 -0.436  H15 0.955, H16 0.957

Mulliken atomic charge list, values in e, 6 entries: atom 1 (C): -0.424, atom 2 (O): -0.448, atom 3 (C): -0.527, atom 4 (N): -0.128, atom 5 (H): 0.364, atom 6 (H): 0.349

Question: Which value of E does entry 10 give?
Answer: -9874.328 eV

Question: Look up the total charge of the fourth one.
Answer: -1